Density functional theory data (ωB97M-V/def2-TZVPD) for a cluster of 12 separate species, C40H108N4O12 in total at a distorted geometry.

Output
Energy above the lowest of the compared OMol25 structures with the same formula, charge and spin, kJ/mol: 33.4
HOMO energy, eV: -9.25
Frontier orbital gap, eV: 9.43
LUMO, eV: 0.2

```
164
Properties=species:S:1:pos:R:3:forces:R:3
C -12.204 -3.077 24.101 -0.2556 -1.2532 0.3120
O -11.479 -2.965 25.293 -0.1611 -0.1315 0.0723
C -12.085 -2.043 26.152 0.1112 1.1262 0.2086
C -11.175 -1.961 27.375 0.0432 -0.9353 0.3050
C -11.719 -1.117 28.488 -0.0854 0.2264 0.4646
N -9.770 -1.598 27.063 -0.8457 -0.6555 -0.5051
H -13.192 -3.546 24.317 0.4636 0.0794 -0.3514
H -11.594 -3.708 23.440 -0.4737 0.3180 -0.1083
H -12.396 -2.097 23.702 0.0254 0.5445 -0.6303
H -12.185 -1.064 25.602 0.1850 -0.4308 0.5449
H -13.119 -2.313 26.457 0.3977 -0.2740 -0.1815
H -11.196 -3.007 27.791 0.4150 0.6988 -0.5505
H -11.126 -1.343 29.389 -0.3779 0.2478 -0.2052
H -12.783 -1.357 28.666 0.4659 0.2170 0.0519
H -11.606 -0.052 28.265 -0.1706 0.0091 0.0668
H -9.567 -2.161 26.233 0.3640 0.1238 0.2712
H -9.739 -0.640 26.723 -0.1151 0.0823 0.1661
C -12.331 2.784 18.485 -1.2925 -0.2441 -0.5328
O -13.413 2.277 19.301 0.3439 0.2275 -1.1423
C -14.694 2.705 18.809 0.5999 -0.6215 -0.0848
C -15.802 1.788 19.367 1.4946 -1.1811 -0.6661
C -15.550 0.258 19.099 0.3660 1.6572 -0.5972
N -17.042 2.043 18.697 -1.0976 -0.2389 -0.4216
H -11.403 2.326 18.804 0.0660 0.0780 0.2943
H -12.305 3.878 18.531 0.2435 -0.0599 0.1801
H -12.484 2.523 17.404 0.0041 0.0303 0.7810
H -14.878 3.699 19.204 -0.1221 0.5357 -0.1237
H -14.714 2.767 17.682 0.0391 -0.3325 0.9086
H -15.828 2.017 20.431 -0.4646 -0.2247 0.1288
H -15.244 0.222 18.021 -0.3496 -0.4683 0.8533
H -16.461 -0.266 19.320 -0.5523 -0.1173 -0.4122
H -14.854 -0.265 19.722 0.8932 0.2617 0.2354
H -17.286 3.011 18.616 -0.0026 0.5579 -0.0800
H -17.065 1.607 17.761 0.0851 0.4011 0.7202
C -15.261 4.907 25.194 0.9704 -2.1047 0.7344
O -16.507 5.363 24.904 -1.8795 0.9406 1.0131
C -17.109 4.813 23.764 0.1648 -0.0976 -0.0861
C -17.228 3.290 23.752 -1.3501 0.2015 0.3016
C -17.683 2.828 22.361 -1.5702 -0.4404 1.6948
N -18.231 2.925 24.802 0.7841 -1.4665 -0.4233
H -14.601 4.937 24.345 0.5971 0.4057 -0.6478
H -15.277 3.819 25.467 0.0164 0.6210 0.0948
H -14.832 5.437 26.041 -0.1218 0.2579 -0.1042
H -18.145 5.200 23.700 0.6010 0.0743 -0.0048
H -16.485 5.211 22.966 -0.2465 -0.3434 -0.8855
H -16.287 2.778 23.902 0.5163 0.1689 0.3633
H -17.583 1.743 22.325 0.5452 0.0901 -0.5352
H -17.145 3.418 21.668 0.6359 -0.0049 -1.2685
H -18.770 2.957 22.225 0.3558 0.4347 0.0815
H -18.300 3.597 25.548 0.3119 0.2792 0.1398
H -17.987 2.008 25.229 -0.3638 1.0311 -0.4215
C -15.538 -0.941 22.446 -1.0484 -0.1246 -1.0684
O -15.754 -1.865 21.412 -0.8248 0.3798 -1.2931
C -15.062 -3.066 21.428 -1.0983 -0.6309 0.5858
C -14.816 -3.556 20.031 -0.8318 -1.0212 -0.4426
C -16.139 -3.782 19.249 0.4389 0.3456 1.1813
N -14.146 -4.873 20.221 -0.9834 0.5127 -0.4075
H -14.463 -0.803 22.533 0.1012 0.4209 0.5724
H -16.051 -1.349 23.311 0.3455 0.3231 0.7805
H -16.090 -0.026 22.099 0.8192 -0.5731 0.5547
H -14.137 -2.932 21.932 1.2596 0.0527 0.5383
H -15.628 -3.863 21.978 0.1997 0.4658 -0.2225
H -14.190 -2.831 19.509 0.1419 -0.0299 -0.0867
H -15.919 -4.293 18.321 -0.0701 0.0470 -0.4483
H -16.654 -2.822 19.090 0.2404 -0.4774 -0.1162
H -16.793 -4.437 19.845 0.1117 0.1868 -0.1455
H -13.318 -4.674 20.752 0.5972 -0.2318 -0.0274
H -13.896 -5.270 19.319 0.3682 0.1399 0.2013
C -19.095 -0.559 20.591 -0.3086 -1.0220 -0.6385
C -18.998 -0.966 19.084 -0.4579 1.5127 1.1430
C -19.929 -2.092 18.706 -0.4447 -0.4957 -0.5140
O -19.274 0.171 18.260 -0.6600 -0.5226 -0.4552
H -18.571 0.353 20.900 0.0249 -0.1970 -0.4661
H -18.708 -1.408 21.142 0.3882 -0.0802 0.3737
H -20.137 -0.498 20.899 -0.1911 0.3043 -0.1344
H -17.972 -1.240 18.879 0.2398 -0.4746 0.0554
H -19.701 -2.440 17.690 0.0567 0.0890 0.1328
H -21.008 -1.841 18.687 0.6459 0.2701 0.2856
H -19.807 -2.961 19.359 0.0934 0.1169 0.0808
H -18.961 0.950 18.720 0.4120 0.2685 0.1477
C -19.496 -6.127 23.857 0.3847 -0.0196 0.3079
C -20.285 -5.146 22.988 0.6337 -0.2049 1.8034
C -19.357 -3.994 22.638 0.3143 -1.0854 0.3266
O -20.823 -5.797 21.915 -1.2480 -0.2238 -1.5321
H -20.027 -6.945 24.346 -0.4609 -0.0014 -0.5610
H -19.039 -5.612 24.692 0.3674 0.3484 0.1455
H -18.710 -6.538 23.222 0.1215 -0.1978 0.1671
H -21.116 -4.780 23.581 -0.3376 0.2656 0.0228
H -19.020 -3.560 23.569 0.0528 0.4990 0.2002
H -19.842 -3.277 22.013 -0.1327 0.5106 -0.4782
H -18.466 -4.443 22.180 -0.0618 0.3358 -0.3436
H -20.136 -6.255 21.419 0.4877 -0.2951 0.0207
C -14.374 -8.636 21.583 0.4965 1.0553 -0.5777
C -15.472 -7.732 22.102 1.1856 -0.4452 0.2298
C -14.837 -6.882 23.209 -1.9724 0.3959 0.2538
O -16.009 -6.937 21.092 0.3334 1.4931 -1.0550
H -14.712 -9.255 20.758 0.2109 -0.2258 0.0123
H -13.931 -9.157 22.398 -0.0349 -1.1567 0.6616
H -13.521 -7.995 21.302 -0.3705 -0.1006 -0.5903
H -16.309 -8.368 22.388 -0.0430 0.1102 0.7425
H -15.606 -6.155 23.514 0.1909 -0.0985 0.2198
H -14.012 -6.281 22.843 0.3771 -0.2295 -0.1438
H -14.582 -7.478 24.081 0.2776 -0.0063 0.0146
H -15.360 -6.211 20.828 -0.5093 -0.6402 0.2446
C -11.526 -5.633 16.107 -0.8241 -0.2129 -1.7153
C -11.456 -4.580 17.157 -1.5394 0.8925 0.5865
C -12.647 -3.586 16.981 0.9226 -0.6473 -0.5395
O -11.591 -5.163 18.449 0.8056 -0.1986 0.1607
H -10.878 -6.483 16.300 0.1705 -0.0505 -0.0124
H -11.322 -5.218 15.088 0.1693 -0.2812 0.7933
H -12.573 -5.995 16.023 0.5706 -0.0322 0.2723
H -10.504 -4.064 17.167 0.2836 0.4253 -0.4239
H -12.599 -3.188 15.952 -0.2004 0.0362 0.4812
H -12.618 -2.794 17.711 0.1750 0.4315 0.1728
H -13.602 -4.103 17.125 0.1820 -0.1366 -0.1661
H -10.718 -5.597 18.640 -1.1374 0.0078 0.2766
C -11.611 -0.699 20.187 1.2314 0.1480 -0.4743
C -10.862 -1.987 19.917 1.1279 -0.5638 0.7578
C -9.474 -1.947 20.653 -1.4290 0.7470 -0.3439
O -11.652 -3.071 20.363 -0.2895 0.0440 0.4581
H -12.530 -0.579 19.615 -0.0970 -0.1407 0.2569
H -10.898 0.068 19.841 -0.4982 0.2388 0.3081
H -11.732 -0.608 21.273 -0.3259 0.1497 -0.2703
H -10.579 -2.108 18.870 -0.4894 0.0556 -0.3345
H -8.942 -1.119 20.196 0.3940 0.1452 0.0900
H -8.891 -2.841 20.534 0.0997 -0.5324 -0.0649
H -9.633 -1.720 21.708 0.1101 -0.1273 0.0626
H -11.544 -3.851 19.805 0.1257 -0.1307 -0.4583
C -16.960 -1.769 16.387 -0.9673 0.2431 -0.2417
C -16.988 -1.777 14.855 0.3612 -0.0227 0.6290
C -15.894 -2.716 14.407 -0.3223 -0.5304 -0.5080
O -18.212 -2.321 14.346 1.1925 -0.2147 -0.4259
H -17.698 -1.046 16.789 0.3018 -0.4067 -0.0981
H -15.983 -1.505 16.766 0.3064 0.1731 -0.0060
H -17.178 -2.781 16.743 -0.1540 0.1710 0.0154
H -16.824 -0.740 14.501 -0.1367 -0.4070 -0.1400
H -14.912 -2.420 14.741 0.2822 0.2760 0.2487
H -15.849 -2.831 13.324 -0.1280 0.0089 -0.0260
H -16.130 -3.694 14.849 0.1773 0.1049 -0.1956
H -18.936 -1.908 14.783 -0.9019 0.5882 0.5655
C -8.688 -7.353 21.642 0.2474 0.2853 -1.4180
C -9.999 -7.161 20.873 -0.8697 -0.5378 0.3054
C -10.958 -6.189 21.603 0.4986 -1.8525 0.4772
O -9.752 -6.591 19.587 1.6192 -0.3513 -0.5893
H -8.298 -6.368 21.831 0.2971 0.5695 0.1113
H -7.897 -7.892 21.080 -0.6019 0.0983 0.0930
H -8.787 -7.821 22.587 -0.4251 -0.6320 0.8620
H -10.548 -8.118 20.659 0.5689 0.5382 0.5995
H -10.549 -5.190 21.583 -0.0420 0.3647 0.0376
H -11.046 -6.568 22.649 -0.0203 0.5025 -0.6082
H -11.941 -6.265 21.146 -0.0114 0.3266 -0.0635
H -8.979 -7.048 19.190 -0.7456 0.4116 0.3430
C -18.831 -6.700 18.539 1.3768 0.7742 -0.5131
C -19.028 -7.798 19.504 -0.4146 -2.6169 1.3376
C -18.166 -9.043 19.072 -1.5254 0.9097 -0.9562
O -18.689 -7.473 20.858 0.1933 0.6192 -0.2803
H -19.479 -5.834 18.696 0.0918 -0.1037 0.0461
H -18.952 -7.094 17.524 -0.0947 0.2812 0.0947
H -17.756 -6.408 18.657 -0.7624 0.1763 -0.3488
H -20.105 -8.060 19.592 0.5850 -0.0918 -0.3080
H -18.431 -9.328 18.050 0.0739 0.1659 -0.1462
H -18.247 -9.956 19.615 -0.4617 -0.3664 1.0330
H -17.145 -8.762 19.080 1.1643 0.4256 -0.0301
H -17.748 -7.182 20.887 -0.3258 -0.0867 -0.0464
```
Forces are in eV/Å.

Here are the Mulliken charges for atoms 1 to 2, given in e: -0.36, -0.41